Molecular formula: C45H62Ge2N10O4RbS
Method: DFT, ωB97M-V/def2-TZVPD

The geometry in XYZ format:
```
125
Properties=species:S:1:pos:R:3:forces:R:3
Rb 0.076447 -0.190644 -0.354035 -0.087 -0.069 -0.037
C 2.745684 2.775009 4.729991 -0.162 0.066 0.857
N 2.882407 1.721428 3.768315 -0.378 -1.500 0.075
C 3.579950 0.589218 4.344314 0.874 0.300 -0.198
C 2.204039 1.731019 2.572165 -0.509 0.340 0.934
N 1.774831 0.768156 1.848017 0.254 -0.732 0.192
C 1.693214 -0.592858 2.302015 0.533 0.936 -1.004
C 0.716570 -0.860797 3.198732 -0.558 0.361 1.427
C 0.621800 -2.133162 3.796553 0.660 -0.426 -0.551
C 1.592702 -3.068034 3.531783 -0.627 -1.274 0.575
C 2.561087 -2.884156 2.500262 -0.160 1.257 -0.047
C 3.580735 -3.785631 2.163058 0.160 -0.410 0.161
C 4.402166 -3.506541 1.135827 0.833 0.044 -1.531
C 4.304108 -2.352232 0.347537 -0.182 0.148 0.655
C 3.393529 -1.381691 0.634112 -0.894 1.051 -0.196
N 3.143624 -0.231105 -0.204636 -0.794 -2.768 1.883
C 4.059444 0.470009 -0.721420 0.537 1.161 -1.458
N 3.747492 1.187314 -1.842439 -0.269 0.414 -1.079
C 4.434786 2.451279 -2.162699 -2.043 -0.103 -0.212
C 2.475883 0.944616 -2.615034 1.767 1.399 1.010
N 5.336228 0.720413 -0.274790 0.937 0.463 2.365
C 6.529703 0.469700 -1.082074 -2.067 -0.440 0.373
C 5.665880 0.510612 1.164450 -1.199 -2.818 -2.200
C 2.531826 -1.652153 1.758711 -0.568 1.218 0.514
N 1.965325 3.075409 2.225940 -0.504 -1.552 -0.580
C 1.174890 3.204720 1.030848 -2.930 1.615 0.228
C 3.197349 3.808260 2.104854 -0.532 0.921 1.102
H 2.811550 2.336170 5.745106 -0.365 0.246 -0.472
H 1.810198 3.312359 4.605340 0.026 0.063 0.028
H 3.573648 3.457354 4.685030 0.437 0.658 -0.071
H 4.657172 0.812296 4.242962 -0.082 0.000 0.801
H 3.522417 -0.347033 3.805066 -0.734 -0.130 -0.003
H 3.241666 0.530959 5.398824 0.559 -0.608 -0.642
H 0.171054 0.005963 3.613223 -0.102 -0.682 -0.425
H -0.199293 -2.419648 4.430216 -0.076 0.279 0.388
H 1.516393 -4.038480 4.099581 0.386 1.000 -0.855
H 3.840601 -4.683277 2.678557 -0.639 -0.532 0.640
H 5.138285 -4.225515 0.789338 0.088 -0.061 0.427
H 5.005655 -2.173778 -0.413606 0.704 -0.031 -1.171
H 4.780102 2.972387 -1.299081 0.331 0.122 0.768
H 3.724519 3.123524 -2.669520 -0.042 -0.271 0.269
H 5.218510 2.347601 -2.860021 1.209 -0.367 -0.760
H 2.065607 0.008113 -2.391222 0.127 -1.844 -0.193
H 2.702715 1.105999 -3.676507 -0.584 -0.065 0.401
H 1.726792 1.588291 -2.171337 -0.307 0.878 -0.580
H 6.181609 0.594592 -2.077765 0.462 0.084 -1.134
H 6.730150 -0.578085 -0.896766 0.921 -0.332 -0.243
H 7.334656 1.127709 -0.809621 0.365 0.208 0.021
H 4.739442 0.312184 1.713791 0.349 0.933 0.286
H 6.357105 1.250026 1.450112 0.454 1.077 0.874
H 6.162199 -0.488506 1.177192 0.117 0.547 0.490
H 1.000211 4.303501 0.792134 0.584 -1.169 0.307
H 0.088143 2.854633 1.193301 1.896 -0.044 -0.346
H 1.664019 2.731611 0.200321 -0.115 -0.386 -0.689
H 4.047838 3.205845 2.316692 0.760 -0.358 0.248
H 3.137420 4.663163 2.770606 0.472 0.307 0.071
H 3.239526 4.153191 1.120775 0.508 0.727 -1.643
N -5.706552 -1.739523 -7.097853 0.388 -0.026 -0.661
C -4.557331 -1.498921 -6.313808 1.518 -0.727 -0.745
C -3.317896 -2.118149 -6.643069 -0.794 2.142 2.146
C -2.202819 -1.721937 -5.854147 0.314 -1.548 -2.940
C -2.287564 -0.775085 -4.893249 0.318 1.409 1.802
C -3.518705 -0.166462 -4.535316 0.498 -0.841 -0.554
C -4.626959 -0.598716 -5.257446 0.905 -0.068 0.341
S -0.757916 -0.326489 -3.986361 -1.058 1.802 -1.277
O -1.241527 0.856985 -3.243743 0.235 -0.504 -0.018
O 0.336823 -0.023942 -4.896406 -0.709 -0.490 0.240
N -0.466092 -1.421953 -2.960633 0.316 -0.430 1.877
C 0.360614 -2.476530 -3.133885 0.213 1.362 -0.535
N 0.437802 -2.984201 -4.356777 0.232 -2.156 -0.666
C 1.103705 -4.149590 -4.484250 0.385 0.748 0.231
C 1.854177 -4.698250 -3.469593 -1.436 1.248 0.887
C 1.782057 -3.957982 -2.272453 1.873 -1.642 0.586
N 1.111009 -2.847758 -2.058638 -0.676 -0.582 -0.418
H -5.400602 -2.125311 -7.998216 -0.434 0.070 0.491
H -6.186287 -0.866455 -7.300562 -0.067 -0.233 0.155
H -3.271516 -2.727785 -7.512654 0.362 -0.586 -0.408
H -1.202367 -2.076453 -6.186536 -0.777 0.137 0.650
H -3.579793 0.596068 -3.740738 0.097 -0.612 -0.589
H -5.597531 -0.281549 -5.021490 -1.228 0.835 0.422
H 1.125921 -4.675790 -5.420193 -0.385 0.259 -0.684
H 2.291970 -5.669235 -3.538288 0.455 -0.237 0.038
H 2.424781 -4.376478 -1.464740 -0.660 0.706 -0.126
O -0.374058 -3.584679 0.814765 -1.754 1.311 -2.354
H -0.036845 -2.993819 0.095002 -0.248 -1.060 0.627
H 0.349999 -3.753709 1.353205 2.225 -0.419 1.606
O -0.960546 2.332980 -1.111392 1.270 -0.781 0.431
H -1.135535 1.779253 -1.909659 -0.469 0.648 -0.188
H -1.588683 3.011873 -0.929985 -0.826 0.401 -0.381
C -4.855832 3.133727 -1.358879 -0.848 -0.762 -0.471
Ge -4.551637 2.957119 0.553285 0.234 -0.368 0.845
C -3.223861 4.291237 1.213473 -3.215 1.925 0.553
C -6.243036 3.353462 1.561672 0.388 -1.271 1.237
Ge -3.323850 0.847243 1.030657 -0.539 0.026 0.279
C -3.190901 0.593142 2.991643 -1.654 -0.987 0.112
C -3.875096 -0.518170 3.623929 1.468 1.536 1.295
C -3.665680 -0.753885 5.011353 0.803 1.310 -1.643
C -2.929965 0.214765 5.720742 0.342 -1.392 1.225
C -2.398366 1.338428 5.116813 0.295 0.153 0.851
C -2.513464 1.549031 3.764904 -1.082 -2.044 -0.105
C -3.781000 -0.880546 0.199905 1.280 -0.218 1.799
C -3.312546 -2.054256 0.870939 0.280 -0.434 -0.410
C -3.313427 -3.290835 0.212741 0.300 0.621 0.541
C -3.981600 -3.380544 -1.025327 -0.616 -1.662 -0.613
C -4.463135 -2.249786 -1.699050 1.249 0.287 1.510
C -4.211693 -0.983200 -1.090600 -1.373 -0.767 -1.891
H -4.355131 3.978197 -1.748977 0.381 1.321 -0.258
H -5.927940 3.216203 -1.571208 0.127 0.220 0.130
H -4.515977 2.344058 -2.025991 0.173 -0.481 0.430
H -3.418799 5.360108 0.886461 0.162 -1.266 -0.029
H -2.269858 4.016744 0.969076 2.583 -0.624 -0.552
H -3.342229 4.358725 2.302805 0.212 -0.302 -0.117
H -7.121078 3.018878 1.018736 -0.072 -0.319 0.027
H -6.275895 4.412307 1.541516 -0.083 1.268 0.102
H -6.314976 3.037291 2.674166 0.346 0.288 -1.977
H -4.556287 -1.175375 3.114659 0.184 -0.147 -0.516
H -3.918158 -1.728849 5.386404 -0.456 0.054 0.585
H -2.625800 0.049929 6.791111 -0.655 0.044 -1.129
H -1.811760 1.981793 5.768339 -0.138 0.242 -0.292
H -2.129799 2.386804 3.277416 0.890 1.293 -0.565
H -2.873649 -2.066253 1.893178 -0.270 0.457 -0.985
H -2.673822 -4.071302 0.707209 -1.285 0.407 -0.854
H -4.207684 -4.419510 -1.459586 0.682 1.688 0.512
H -4.904665 -2.345209 -2.680766 -0.050 0.117 0.021
H -4.464739 -0.093184 -1.676718 0.072 -0.199 0.315
```
Forces are in eV/Å.

Computed properties:
HOMO energy (spin up / spin down) (eV): -6.641 / -7.665
Spin multiplicity: 2
Total charge: 0
Frontier orbital gap (spin up / spin down) (eV): 6.90 / 6.98



Molecular formula: C7H15BrN4S
Method: DFT, ωB97M-V/def2-TZVPD

The geometry in XYZ format:
```
28
Properties=species:S:1:pos:R:3:forces:R:3
C 0.646736 1.046435 1.597829 -1.539 2.278 -1.563
C 1.203915 -0.108120 1.509642 1.040 -0.727 2.146
C 0.651285 -0.844433 -0.706183 -0.076 1.330 0.189
C -0.573906 1.341126 -0.129414 1.989 -1.046 2.566
C -2.055332 -0.653216 0.653305 3.858 0.556 -0.225
C 0.310301 -1.234597 -3.431681 0.886 0.615 0.602
C -1.845053 0.891489 0.505357 -4.005 -1.184 -1.480
N 1.102021 -1.101511 0.553231 -0.163 -1.350 -1.724
N 0.104527 0.372899 -1.001779 -0.624 0.261 -1.834
N -0.463229 2.581756 -0.622982 0.599 -0.652 -0.879
N 2.095153 -0.717307 2.551753 1.409 2.413 -0.166
S 0.919499 -2.047472 -1.888658 0.038 0.781 -0.680
Br 0.964264 2.385459 2.915977 -0.187 -1.042 -0.861
H -1.484418 -1.044130 1.553558 -0.559 0.210 -1.188
H -1.648718 -1.050615 -0.322707 -0.690 -0.364 1.307
H -3.045267 -0.960246 0.753530 -1.732 -0.074 0.128
H 0.280829 -2.094500 -4.073942 0.461 0.064 -0.925
H 0.751527 -0.256217 -3.788547 0.612 -1.677 0.277
H -0.688228 -0.971679 -3.293897 -2.054 0.061 0.490
H -2.199953 1.344699 1.460880 0.772 0.398 -0.964
H -2.672070 1.079147 -0.342026 1.551 0.353 1.810
H 1.563686 -2.028293 0.783606 -1.085 1.463 -1.082
H -0.154486 0.627568 -2.035517 0.889 -1.295 2.453
H -0.904323 3.315634 -0.077136 0.218 0.211 -0.769
H 0.182857 2.696469 -1.438179 -0.815 0.736 1.624
H 3.000369 -0.874148 2.093305 0.192 -0.110 0.506
H 1.702984 -1.571468 2.818844 -0.639 -1.945 1.048
H 2.255030 -0.124730 3.401831 -0.346 -0.266 -0.803
```
Forces are in eV/Å.

Computed properties:
HOMO energy (eV): -15.895
Spin multiplicity: 1
Total charge: +2
Frontier orbital gap (eV): 8.55



Q: Which value of total charge does entry 1 give?
A: 0



Q: What is the formula in the first record?
A: C45H62Ge2N10O4RbS